The following is a quantum chemistry calculation of C51H48BiCl3N5O2PS2Te as an isolated structure, from OMol25.

Summary:
Gap between HOMO and LUMO: 6.88 eV

Last column: Mulliken charge in e.
Geometry (Å):
Bi  1.159  -0.446  -0.241  2.255
N  -0.793  2.926  0.770  0.057
P  -1.093  2.294  -0.809  0.928
C  -1.702  3.866  -1.596  0.943
C  -0.899  4.524  -2.526  -0.315
C  -1.324  5.705  -3.124  -0.701
C  -2.553  6.250  -2.792  -0.566
C  -3.352  5.619  -1.846  -0.744
C  -2.931  4.438  -1.256  -0.614
C  -2.753  1.549  -0.521  0.269
C  -3.538  1.240  -1.636  -0.453
C  -4.770  0.623  -1.494  -0.860
C  -5.244  0.301  -0.227  -0.772
C  -4.485  0.620  0.887  -0.322
C  -3.248  1.241  0.741  -0.541
C  0.397  2.788  1.445  0.151
C  0.508  3.327  2.738  -1.057
C  1.687  3.190  3.427  -0.899
C  2.768  2.563  2.814  -0.807
C  2.585  2.064  1.547  -0.260
N  1.426  2.139  0.859  0.167
H  -1.498  3.472  1.241  0.352
H  0.063  4.111  -2.797  0.273
H  -0.692  6.195  -3.855  0.449
H  -2.894  7.158  -3.274  0.375
H  -4.310  6.049  -1.576  0.424
H  -3.577  3.949  -0.536  0.315
H  -3.185  1.515  -2.623  0.691
H  -5.368  0.401  -2.370  0.414
H  -6.203  -0.190  -0.109  0.386
H  -4.853  0.398  1.883  0.415
H  -2.669  1.477  1.625  0.188
H  -0.350  3.820  3.178  0.445
H  1.779  3.575  4.435  0.426
H  3.715  2.449  3.322  0.409
H  3.397  1.567  1.027  0.750
C  -2.971  -0.157  4.409  -0.901
C  -2.198  -1.411  4.016  -0.428
N  -2.465  -1.810  2.637  0.694
C  -3.627  -2.680  2.409  -0.381
C  -3.240  -4.140  2.203  -1.235
C  -1.716  -1.420  1.602  -0.404
S  -0.476  -0.236  1.876  -0.860
N  -2.093  -1.862  0.399  0.466
C  -1.298  -2.229  -0.574  -0.585
O  -0.031  -2.360  -0.481  -0.729
C  -1.916  -2.592  -1.879  0.711
C  -3.296  -2.574  -2.061  0.159
C  -3.836  -2.922  -3.290  -0.889
C  -2.998  -3.284  -4.340  -0.549
C  -1.621  -3.301  -4.161  -0.640
C  -1.079  -2.961  -2.931  -0.363
H  -2.794  0.083  5.459  0.493
H  -4.045  -0.286  4.259  0.299
H  -2.630  0.686  3.805  0.032
H  -2.467  -2.252  4.657  0.573
H  -1.133  -1.227  4.127  -0.123
H  -4.156  -2.312  1.531  0.044
H  -4.275  -2.583  3.281  0.567
H  -2.604  -4.237  1.324  0.215
H  -4.135  -4.747  2.049  0.406
H  -2.697  -4.527  3.068  0.329
H  -3.927  -2.283  -1.231  0.531
H  -4.909  -2.912  -3.433  0.438
H  -3.419  -3.566  -5.298  0.409
H  -0.967  -3.572  -4.982  0.530
H  -0.007  -2.980  -2.768  0.462
Cl  3.406  -5.892  -5.815  -0.251
C  3.137  -4.698  -4.577  0.427
C  2.975  -3.371  -4.920  -0.900
C  2.777  -2.437  -3.920  0.989
Cl  2.607  -0.782  -4.386  -0.054
C  2.730  -2.737  -2.538  -1.410
O  2.629  -1.819  -1.619  -0.961
C  2.871  -4.126  -2.270  0.934
Cl  2.781  -4.689  -0.635  -0.210
C  3.084  -5.078  -3.251  -0.842
H  3.011  -3.059  -5.955  0.449
H  3.207  -6.115  -2.968  0.431
C  4.993  0.199  7.072  -1.538
C  4.481  -0.126  5.692  0.783
C  3.358  -0.923  5.508  -1.112
C  2.918  -1.289  4.241  0.985
C  1.740  -2.220  4.130  -1.496
C  3.604  -0.826  3.102  0.270
Te  3.192  -1.674  1.155  -0.116
C  4.729  -0.005  3.274  0.672
C  5.554  0.563  2.139  -1.914
C  5.144  0.328  4.564  -0.403
H  4.326  -0.194  7.839  0.355
H  5.086  1.277  7.214  0.341
H  5.981  -0.239  7.224  0.334
H  2.829  -1.299  6.379  0.235
H  1.307  -2.422  5.112  0.379
H  2.044  -3.169  3.682  0.394
H  0.978  -1.792  3.485  0.165
H  5.214  0.215  1.169  0.261
H  6.599  0.270  2.254  0.456
H  5.514  1.656  2.156  0.328
H  6.031  0.946  4.680  0.383
S  -0.898  0.581  -5.717  -0.406
C  -1.262  0.165  -4.073  -0.572
N  -0.507  0.681  -3.169  0.834
C  0.488  1.466  -3.746  -0.258
C  1.522  2.120  -3.070  -0.439
C  2.441  2.845  -3.800  -0.536
C  2.346  2.941  -5.193  -0.759
C  1.340  2.293  -5.881  -0.520
C  0.420  1.549  -5.146  1.221
H  -2.097  -0.492  -3.854  0.283
H  1.592  2.058  -1.991  0.039
H  3.252  3.346  -3.286  0.460
H  3.076  3.525  -5.740  0.411
H  1.280  2.338  -6.961  0.435